(1)
346
Properties=species:S:1:pos:R:3 method="wB97M-V/def2-TZVPD" homo_energy_ha=-0.3071 lumo_energy_ev=-1.57 gap_ev=6.79
C -9.10 -3.02 -2.35
C -9.25 -3.91 -3.61
C -10.53 -3.41 -4.43
F -10.64 -3.92 -5.70
F -11.67 -3.26 -3.86
F -8.12 -3.66 -4.36
F -9.13 -5.18 -3.20
O -7.88 -3.33 -1.58
C -7.05 -2.16 -1.33
C -5.66 -2.50 -0.64
F -4.95 -3.35 -1.37
F -4.97 -1.46 -0.31
F -6.90 -1.53 -2.50
F -7.75 -1.34 -0.55
H -9.93 -3.17 -1.66
H -9.25 -1.96 -2.60
H -10.50 -2.32 -4.46
H -5.80 -2.93 0.35
C 4.96 6.20 2.57
C 5.32 6.58 1.05
C 5.55 8.13 0.94
F 6.62 8.56 1.66
F 5.70 8.42 -0.32
F 6.47 5.94 0.56
F 4.29 6.13 0.19
O 4.07 7.05 3.32
C 2.71 7.12 3.01
C 2.09 8.30 3.68
F 0.73 8.29 3.42
F 2.32 8.44 5.00
F 2.48 7.19 1.78
F 2.18 5.97 3.35
H 5.90 6.25 3.11
H 4.61 5.17 2.71
H 4.72 8.77 1.25
H 2.48 9.04 2.98
C -2.52 9.24 2.37
C -2.42 10.74 2.90
C -1.10 11.48 2.47
F -0.97 12.66 3.09
F -0.06 10.79 2.95
F -3.38 11.54 2.51
F -2.63 10.70 4.16
O -3.17 9.15 1.08
C -2.89 7.90 0.49
C -3.79 7.74 -0.70
F -3.58 6.64 -1.45
F -5.08 8.02 -0.59
F -1.60 8.05 0.09
F -2.89 6.88 1.34
H -3.10 8.58 3.02
H -1.53 8.81 2.48
H -1.09 11.73 1.41
H -3.42 8.48 -1.41
C -4.34 1.24 1.43
S -4.05 3.03 1.69
O -5.24 3.56 2.51
C -2.38 3.09 2.43
H -4.56 0.89 0.43
H -5.24 0.94 1.98
H -3.56 0.56 1.76
H -1.56 2.96 1.73
H -2.47 2.38 3.25
H -2.21 4.07 2.87
C 8.13 2.61 2.05
S 6.33 2.27 1.73
O 6.27 0.78 1.70
C 5.79 2.38 3.45
H 8.83 2.13 1.36
H 8.29 2.33 3.09
H 8.25 3.67 1.84
H 4.71 2.22 3.47
H 5.88 3.42 3.77
H 6.22 1.86 4.31
C 8.98 -1.87 0.10
S 8.59 -1.62 -1.70
O 8.30 -3.02 -2.21
C 6.93 -0.83 -1.52
H 9.15 -0.89 0.54
H 9.91 -2.42 0.21
H 8.17 -2.43 0.57
H 6.16 -1.41 -2.03
H 6.89 0.12 -2.05
H 6.66 -0.72 -0.47
C -3.55 -2.81 4.43
S -4.78 -2.98 2.98
O -4.12 -3.95 2.03
C -6.21 -3.82 3.67
H -3.92 -2.57 5.42
H -2.73 -2.15 4.13
H -3.13 -3.81 4.56
H -6.49 -4.42 2.81
H -7.10 -3.24 3.92
H -5.83 -4.43 4.49
C 3.43 -4.99 -3.55
S 4.93 -5.67 -2.87
O 6.08 -4.77 -3.39
C 4.74 -4.99 -1.12
H 3.54 -3.91 -3.71
H 2.52 -5.16 -2.97
H 3.41 -5.58 -4.46
H 3.79 -5.18 -0.61
H 4.83 -3.91 -1.02
H 5.38 -5.38 -0.32
C 3.24 -8.09 -0.54
S 2.45 -9.07 0.65
O 3.45 -9.62 1.65
C 1.40 -7.81 1.45
H 3.80 -8.69 -1.26
H 3.79 -7.27 -0.07
H 2.41 -7.80 -1.19
H 0.80 -7.36 0.66
H 1.79 -7.02 2.09
H 0.70 -8.33 2.10
C -6.84 2.88 -1.12
S -6.57 3.34 -2.91
O -7.85 3.14 -3.63
C -6.50 5.19 -2.78
H -6.18 3.50 -0.51
H -6.69 1.82 -0.90
H -7.85 3.11 -0.78
H -5.72 5.74 -2.27
H -7.48 5.29 -2.32
H -6.62 5.70 -3.74
C 0.52 11.80 -1.60
S 0.65 9.98 -1.57
O 0.80 9.29 -2.96
C 2.35 9.86 -0.75
H -0.31 12.39 -2.00
H 1.42 12.29 -1.97
H 0.57 12.06 -0.54
H 2.07 10.22 0.24
H 3.04 10.49 -1.32
H 2.64 8.81 -0.71
C -5.10 -2.56 -6.06
S -5.38 -0.73 -5.93
O -5.37 -0.54 -4.38
C -3.63 -0.12 -6.33
H -4.97 -2.88 -7.09
H -5.99 -3.09 -5.73
H -4.28 -2.85 -5.40
H -2.95 -0.62 -5.65
H -3.51 0.96 -6.45
H -3.26 -0.54 -7.27
C 4.09 8.35 -3.48
S 4.18 8.97 -5.28
O 5.09 10.19 -5.15
C 5.21 7.60 -6.00
H 5.01 8.49 -2.92
H 3.72 7.33 -3.41
H 3.37 9.05 -3.08
H 4.71 6.81 -6.57
H 5.86 7.19 -5.24
H 5.86 8.18 -6.66
C 1.51 -3.42 6.13
C 0.66 -3.07 5.14
C 0.62 -1.70 4.84
C 1.53 -0.75 5.38
C 2.29 -1.10 6.47
C 2.28 -2.47 6.87
C 3.11 -0.05 7.24
O 3.69 -0.31 8.27
C 3.21 1.32 6.66
C 3.92 2.27 7.42
C 3.85 3.62 6.97
C 3.02 3.99 5.86
C 2.18 3.03 5.24
C 2.28 1.68 5.62
C 1.39 0.73 4.90
O 0.63 1.02 3.97
H 1.69 -4.46 6.34
H 0.06 -3.78 4.58
H -0.05 -1.51 4.02
H 2.87 -2.80 7.71
H 4.52 2.01 8.28
H 4.38 4.42 7.47
H 3.25 4.98 5.52
H 1.44 3.34 4.52
C -2.98 6.90 -5.28
C -2.09 7.50 -4.40
C -2.33 8.73 -4.01
C -3.43 9.48 -4.51
C -4.32 8.91 -5.43
C -4.08 7.49 -5.71
C -5.44 9.63 -5.94
O -6.26 9.12 -6.73
C -5.78 10.96 -5.42
C -6.92 11.63 -5.80
C -7.25 12.84 -5.23
C -6.43 13.51 -4.35
C -5.25 12.88 -4.01
C -4.86 11.66 -4.55
C -3.64 10.97 -4.04
O -2.97 11.50 -3.25
H -2.84 5.85 -5.48
H -1.18 7.04 -4.04
H -1.79 9.09 -3.15
H -4.84 6.91 -6.22
H -7.70 11.22 -6.43
H -8.13 13.39 -5.54
H -6.57 14.50 -3.93
H -4.60 13.49 -3.40
C 4.32 -8.81 4.81
C 5.00 -8.79 5.99
C 5.49 -7.58 6.51
C 5.33 -6.37 5.74
C 4.57 -6.44 4.52
C 3.94 -7.63 4.20
C 4.36 -5.27 3.57
O 3.77 -5.36 2.44
C 4.85 -3.94 4.10
C 4.51 -2.72 3.41
C 5.00 -1.51 3.87
C 5.80 -1.41 5.02
C 6.14 -2.54 5.70
C 5.71 -3.88 5.24
C 5.98 -5.08 6.11
O 6.51 -4.90 7.25
H 3.96 -9.74 4.38
H 5.25 -9.71 6.49
H 5.98 -7.59 7.47
H 3.27 -7.69 3.36
H 3.74 -2.68 2.66
H 4.63 -0.76 3.18
H 6.10 -0.50 5.52
H 6.67 -2.31 6.62
C 0.66 3.95 -1.00
C 1.89 3.78 -0.46
C 2.25 2.53 0.05
C 1.43 1.38 0.03
C 0.15 1.62 -0.53
C -0.20 2.80 -1.04
C -0.80 0.50 -0.55
O -1.94 0.71 -1.12
C -0.46 -0.81 0.20
C -1.44 -1.77 0.40
C -1.14 -3.02 1.01
C 0.14 -3.25 1.56
C 1.10 -2.26 1.45
C 0.83 -1.03 0.77
C 1.87 0.06 0.75
O 3.02 -0.08 1.24
H 0.28 4.82 -1.50
H 2.50 4.67 -0.42
H 3.18 2.56 0.58
H -1.22 3.05 -1.30
H -2.45 -1.73 0.01
H -1.94 -3.74 1.03
H 0.32 -4.22 2.01
H 1.95 -2.50 2.07
C -0.88 -3.98 -2.69
C -1.37 -2.88 -3.46
C -1.06 -2.88 -4.79
C -0.58 -4.04 -5.43
C -0.09 -5.16 -4.66
C -0.36 -5.09 -3.32
C 0.64 -6.34 -5.24
O 0.98 -7.26 -4.55
C 0.74 -6.26 -6.73
C 1.45 -7.30 -7.40
C 1.64 -7.36 -8.80
C 1.05 -6.28 -9.50
C 0.31 -5.29 -8.88
C 0.17 -5.22 -7.54
C -0.53 -4.05 -6.92
O -0.98 -3.13 -7.58
H -0.93 -4.02 -1.61
H -1.76 -2.03 -2.93
H -1.44 -1.98 -5.25
H -0.01 -5.85 -2.63
H 2.02 -7.98 -6.79
H 2.40 -7.94 -9.30
H 1.19 -6.23 -10.57
H -0.03 -4.57 -9.61
C -4.82 -7.06 5.07
C -5.30 -7.80 6.20
C -4.48 -8.26 7.20
C -3.11 -7.96 7.17
C -2.55 -7.19 6.09
C -3.44 -6.89 5.03
C -1.05 -6.90 5.96
O -0.58 -6.49 4.92
C -0.25 -7.53 7.05
C 1.10 -7.62 6.87
C 2.07 -8.06 7.81
C 1.52 -8.62 8.94
C 0.10 -8.67 9.08
C -0.83 -8.09 8.20
C -2.25 -8.17 8.41
O -2.75 -8.47 9.49
H -5.51 -6.67 4.34
H -6.34 -8.08 6.15
H -4.92 -8.63 8.11
H -2.95 -6.39 4.20
H 1.48 -7.18 5.96
H 3.11 -7.92 7.56
H 2.01 -8.98 9.83
H -0.35 -9.31 9.83
C -4.08 -6.56 -0.24
C -3.85 -6.97 1.08
C -3.15 -8.18 1.33
C -2.44 -8.94 0.28
C -2.61 -8.33 -1.00
C -3.39 -7.20 -1.27
C -1.86 -9.05 -2.12
O -2.09 -8.69 -3.26
C -0.82 -10.04 -1.74
C 0.18 -10.38 -2.68
C 1.14 -11.28 -2.31
C 1.26 -11.87 -1.08
C 0.36 -11.48 -0.10
C -0.66 -10.53 -0.45
C -1.68 -10.13 0.61
O -1.88 -10.69 1.70
H -4.66 -5.67 -0.43
H -4.33 -6.35 1.82
H -2.99 -8.50 2.35
H -3.49 -6.86 -2.29
H 0.17 -9.89 -3.64
H 1.74 -11.48 -3.18
H 2.05 -12.61 -1.03
H 0.39 -12.00 0.85
C 5.39 3.65 -3.81
C 5.49 2.40 -3.31
C 4.30 1.67 -3.16
C 3.10 2.16 -3.72
C 3.01 3.51 -4.16
C 4.19 4.24 -4.22
C 1.73 4.11 -4.60
O 1.70 5.24 -5.11
C 0.42 3.26 -4.48
C -0.84 3.88 -4.71
C -1.98 3.05 -4.68
C -1.93 1.74 -4.25
C -0.65 1.24 -3.97
C 0.54 1.94 -4.02
C 1.88 1.31 -3.66
O 1.96 0.15 -3.33
H 6.34 4.11 -4.03
H 6.45 2.23 -2.85
H 4.34 0.73 -2.62
H 4.05 5.27 -4.50
H -0.88 4.84 -5.19
H -2.88 3.56 -5.01
H -2.82 1.20 -3.98
H -0.66 0.31 -3.41

(2)
16
Properties=species:S:1:pos:R:3 method="wB97M-V/def2-TZVPD" smiles=C[C@H]1C[C@H]1CO homo_energy_ha=-0.3712 relative_energy_kcal_mol=28.81 lumo_energy_ev=1.03 gap_ev=11.14
C 0.39 1.05 1.31
C 0.76 0.77 -0.13
C 1.34 -0.55 -0.56
C -0.03 -0.13 -1.05
C -1.26 -0.92 -0.62
O -2.24 -0.19 0.11
H -0.35 1.85 1.37
H -0.01 0.16 1.82
H 1.28 1.36 1.88
H 1.19 1.64 -0.63
H 2.17 -0.57 -1.25
H 1.35 -1.34 0.18
H -0.07 0.23 -2.07
H -1.78 -1.26 -1.52
H -0.96 -1.82 -0.07
H -1.92 -0.12 1.01

(3)
19
Properties=species:S:1:pos:R:3 method="wB97M-V/def2-TZVPD" homo_energy_ha=-0.3573 relative_energy_kcal_mol=46.99 lumo_energy_ev=0.40 gap_ev=10.12
C 0.96 -1.21 0.39
N -1.44 -0.62 1.60
C -1.25 -1.80 0.72
N -0.15 -2.07 0.11
H 1.45 -0.95 -0.61
H 1.86 -1.74 0.78
H 0.70 -0.40 1.03
H -0.78 -0.56 2.33
H -2.36 -0.76 2.08
H -2.26 -1.99 0.42
H 0.86 -0.11 -3.09
H -0.08 -1.21 -2.82
O 0.14 -0.67 -3.57
H 0.08 1.10 2.65
H 0.72 2.33 1.92
O 0.69 1.85 2.74
H 0.73 3.26 -2.82
H -0.22 2.95 -1.60
O 0.36 2.60 -2.26

(4)
10
Properties=species:S:1:pos:R:3 method="wB97M-V/def2-TZVPD" smiles="O=C(CCl)C(=S)S" homo_energy_ha=-0.3338 relative_energy_kcal_mol=16.94 lumo_energy_ev=-1.34 gap_ev=7.74
C -0.81 -0.56 0.12
C 0.54 -0.53 -0.86
C 1.82 -0.38 -0.09
H -1.78 -0.12 -1.87
H 1.98 -1.05 0.80
H 2.48 -0.35 -0.88
O 0.54 -0.46 -2.06
S -2.37 -0.23 -0.64
S -0.57 -0.29 1.69
Cl 1.81 1.32 0.39

(5)
11
Properties=species:S:1:pos:R:3 method="wB97M-V/def2-TZVPD" homo_energy_ha=-0.5132 relative_energy_kcal_mol=83.60 charge=+1 lumo_energy_ev=-4.73 gap_ev=9.24
C -0.78 -0.36 0.07
C 1.60 -0.04 0.26
N -1.97 0.13 -0.02
N 0.28 0.37 0.17
H -0.71 -1.41 0.16
H 1.90 -1.08 0.48
H 2.31 0.74 0.64
H 2.08 -0.10 -1.51
H -2.63 -0.58 0.28
H -2.33 1.04 -0.35
H 0.26 1.28 -0.18

(6)
30
Properties=species:S:1:pos:R:3 method="wB97M-V/def2-TZVPD" smiles=O.O.O.O.O.O.O.O.O.O homo_energy_ha=-0.4002 relative_energy_kcal_mol=69.24 lumo_energy_ev=-0.28 gap_ev=10.61
O 8.43 -2.53 -15.82
H 8.81 -1.82 -16.28
H 8.43 -3.21 -16.51
O 6.72 -1.12 -14.30
H 6.97 -0.79 -13.48
H 7.39 -1.61 -14.76
O 7.87 -5.60 -14.81
H 7.13 -5.01 -14.99
H 8.06 -5.51 -13.87
O 10.63 -5.01 -15.54
H 11.00 -5.29 -14.74
H 9.70 -5.05 -15.41
O 12.37 -2.38 -13.68
H 12.27 -2.75 -12.79
H 13.05 -2.87 -14.13
O 9.06 -3.26 -13.29
H 9.68 -3.93 -13.05
H 8.89 -3.21 -14.24
O 7.20 -3.61 -10.60
H 8.10 -3.34 -10.55
H 6.87 -3.19 -11.38
O 10.58 -5.57 -12.75
H 11.42 -5.40 -12.29
H 10.06 -5.58 -11.96
O 5.45 -3.04 -12.83
H 6.07 -2.63 -13.42
H 5.09 -2.34 -12.34
O 9.95 -0.72 -12.59
H 10.12 -0.43 -13.50
H 9.59 -1.61 -12.77

(7)
58
Properties=species:S:1:pos:R:3 method="wB97M-V/def2-TZVPD" homo_energy_ha="-0.2357 / -0.2536" spin_multiplicity=6 lumo_energy_ev="0.57 / 0.31" gap_ev="6.99 / 7.20"
Mn 0.95 -0.96 1.04
C -5.48 0.36 0.44
C -4.04 0.12 0.06
C -3.29 1.07 -0.63
C -1.96 0.87 -0.94
C -1.29 -0.31 -0.59
N 0.06 -0.52 -0.79
C 0.65 -0.22 -2.00
C -0.09 -0.09 -3.19
C 0.49 0.19 -4.41
C 1.87 0.32 -4.55
C 2.53 0.57 -5.88
C 2.62 0.15 -3.39
C 2.04 -0.09 -2.15
N 2.96 -0.20 -1.04
C 4.13 0.46 -0.93
C 4.81 -0.06 0.15
C 3.95 -1.04 0.65
N 2.84 -1.12 -0.06
C -2.06 -1.26 0.09
C -3.39 -1.05 0.41
N -1.48 -2.54 0.43
C -1.94 -3.75 0.09
C -1.10 -4.69 0.64
C -0.14 -3.95 1.33
N -0.38 -2.64 1.20
H -6.00 0.94 -0.33
H -5.55 0.93 1.37
H -6.02 -0.57 0.58
H -3.76 2.01 -0.91
H -1.40 1.65 -1.45
H -1.17 -0.21 -3.14
H -0.14 0.28 -5.29
H 1.84 1.04 -6.57
H 2.87 -0.36 -6.34
H 3.40 1.22 -5.78
H 3.70 0.19 -3.47
H 4.39 1.25 -1.61
H 5.77 0.25 0.53
H 4.08 -1.67 1.52
H -3.92 -1.82 0.97
H -2.81 -3.85 -0.53
H -1.17 -5.77 0.56
H 0.70 -4.28 1.91
C 1.37 0.91 2.02
C 0.60 1.61 3.07
C 0.70 1.27 4.42
C -0.05 1.91 5.40
C -0.94 2.92 5.06
C -1.06 3.27 3.72
C -0.31 2.63 2.75
H 2.37 0.64 2.37
H 1.50 1.52 1.13
H 1.38 0.48 4.70
H 0.06 1.62 6.44
H -1.53 3.42 5.82
H -1.76 4.05 3.43
H -0.42 2.91 1.70

(8)
9
Properties=species:S:1:pos:R:3 method="wB97M-V/def2-TZVPD" homo_energy_ha=-0.4628 relative_energy_kcal_mol=0.00 charge=+1 lumo_energy_ev=-4.06 gap_ev=8.54
H 2.45 1.63 -0.09
O -0.87 0.94 -0.05
C 0.21 1.79 0.00
C 1.52 1.06 0.08
O 1.57 -0.16 0.02
Rb -0.63 -1.96 -0.01
Li -2.56 1.43 -0.13
H 0.21 2.48 0.87
H 0.31 2.46 -0.88

| no. | E (eV) |
| --- | --- |
| 1 | -387575.755 |
| 2 | -7393.516 |
| 3 | -11389.711 |
| 4 | -39398.457 |
| 5 | -5157.841 |
| 6 | -20799.610 |
| 7 | -67175.226 |
| 8 | -7073.113 |